Formula: C2H16NO4
Source: the Open Molecules 2025 dataset
Level of theory: wB97M-V/def2-TZVPD

As for the relative energy (zero: lowest compared OMol25 entry of this formula, charge and spin): 0.6257 eV. The multiplicity is 1. The molecular weight comes out at 118.15 u. For the energy, the calculation gives -441.28441 Ha. Its charge is +1. The calculation puts the HOMO energy at -15.06 eV. As for the orbital gap: 12.2 eV. Its largest force on an atom is 1.99 eV/A.

Last columns: bonded neighbours and bond lengths (Å).
Cartesian coordinates (Å):
1 C 0.47684 0.50064 -1.96628  C2 1.504, H4 1.095, H5 1.088, H6 1.099
2 C 1.71153 0.05834 -1.22942  C1 1.504, N3 1.532, H7 1.090, H8 1.087
3 N 1.33269 -1.03679 -0.22774  C2 1.532, H9 1.038, H10 1.017, H11 1.038
4 H 0.50329 1.47349 -2.46805  C1 1.095
5 H 0.14862 -0.18308 -2.74644  C1 1.088
6 H -0.37545 0.70003 -1.30100  C1 1.099
7 H 2.42466 -0.47501 -1.85856  C2 1.090
8 H 2.20930 0.81259 -0.62542  C2 1.087
9 H 1.06291 -0.56632 0.65780  N3 1.038
10 H 2.07994 -1.65799 0.07368  N3 1.017
11 H 0.48953 -1.52712 -0.58164  N3 1.038
12 H -0.94183 0.55061 3.76682  O14 0.960
13 H -1.44873 1.33399 2.72514  O14 0.974
14 O -0.57021 1.04914 3.03540  H12 0.960, H13 0.974
15 H -1.85637 -1.60818 -0.75306  O17 0.969
16 H -1.34109 -2.13683 -2.06333  O17 0.960
17 O -1.16470 -2.17906 -1.12013  H15 0.969, H16 0.960
18 H -3.50213 0.54338 -0.64942  O20 0.953
19 H -3.33017 1.75807 0.26676  O20 0.947
20 O -2.86477 1.16201 -0.30364  H18 0.953, H19 0.947
21 H 1.03597 0.94372 2.40129  O23 0.991
22 H 2.18111 0.15390 2.89898  O23 0.957
23 O 1.73907 0.33047 2.06825  H21 0.991, H22 0.957


Formula: C2H16NO5
Source: the Open Molecules 2025 dataset
Level of theory: wB97M-V/def2-TZVPD

As for the relative energy (zero: lowest compared OMol25 entry of this formula, charge and spin): 1.3492 eV. The multiplicity is 2. The molecular weight comes out at 134.15 u. For the energy, the calculation gives -515.97588 Ha. Its charge is +2. The calculation puts the HOMO energy (spin up / spin down) at -17.47 / -17.47 eV. As for the orbital gap (spin up / spin down): 11.0 / 3.1 eV. Its largest force on an atom is 1.65 eV/A.

Last columns: bonded neighbours and bond lengths (Å).
Cartesian coordinates (Å):
1 C -1.17947 2.37477 1.28908  C2 1.321, N3 1.479, H4 1.071
2 C -2.14104 2.96750 1.97475  C1 1.321, H5 1.100, H6 1.088
3 N -1.24910 0.92307 1.01655  C1 1.479, H7 1.036, H8 1.028, H9 1.026
4 H -0.27802 2.81717 0.91801  C1 1.071
5 H -1.92209 3.97021 2.36913  C2 1.100
6 H -3.02554 2.45256 2.34487  C2 1.088
7 H -2.25272 0.66855 0.98615  N3 1.036
8 H -0.82953 0.72324 0.09959  N3 1.028
9 H -0.78471 0.20016 1.57795  N3 1.026
10 H 2.80950 1.50617 1.40462  O12 0.984
11 H 3.48341 1.74177 0.09712  O12 0.971
12 O 2.59114 1.58921 0.44835  H10 0.984, H11 0.971
13 H -4.99008 -1.11472 0.64566  O15 0.974
14 H -4.12023 -1.87454 1.42691  O15 0.969
15 O -4.26140 -0.92932 1.26501  H13 0.974, H14 0.969
16 H 2.35145 -2.40454 -1.91191  O18 0.977
17 H 3.15554 -2.58079 -0.58202  O18 0.972
18 O 2.26307 -2.44171 -0.93998  H16 0.977, H17 0.972
19 H 1.53786 0.23721 -0.07628  O21 1.004
20 H 1.10818 -1.24798 -0.47074  O21 0.999
21 O 0.84824 -0.47106 0.10036  H19 1.004, H20 0.999
22 H 1.56846 -2.00008 -4.71961  O24 0.960
23 H 2.47986 -3.32512 -4.59862  O24 0.969
24 O 2.10952 -2.55018 -4.14904  H22 0.960, H23 0.969


Formula: C2H16O5
Source: the Open Molecules 2025 dataset
Level of theory: wB97M-V/def2-TZVPD

As for the relative energy (zero: lowest compared OMol25 entry of this formula, charge and spin): 2.2825 eV. As for the SMILES: CC.O.O.O.O.O. The multiplicity is 1. The molecular weight comes out at 120.14 u. For the energy, the calculation gives -461.90684 Ha. Its charge is 0. The calculation puts the HOMO energy at -11.31 eV. As for the orbital gap: 11.5 eV. Its largest force on an atom is 6.36 eV/A.

Last columns: bonded neighbours and bond lengths (Å).
Cartesian coordinates (Å):
1 C 1.22890 -1.15971 2.10165  C2 1.559, H3 1.177, H4 1.121, H5 1.087
2 C -0.02011 -1.30017 1.17958  C1 1.559, H6 1.063, H7 1.009, H8 1.161
3 H 2.15590 -0.61964 1.61851  C1 1.177
4 H 1.55978 -2.13367 2.54607  C1 1.121
5 H 1.03661 -0.45265 2.90392  C1 1.087
6 H 0.27726 -0.75339 0.31826  C2 1.063
7 H -0.04979 -2.29267 0.99876  C2 1.009
8 H -1.02208 -0.96888 1.66244  C2 1.161
9 H -1.39453 -3.20835 3.48901  O11 0.958
10 H -0.55700 -3.04505 2.30304  O11 1.044
11 O -1.23897 -3.72833 2.69947  H9 0.958, H10 1.044
12 H 0.73330 2.06034 -0.00513  O14 0.981
13 H 1.69904 2.72904 1.07710  O14 0.951
14 O 1.04982 2.05180 0.92305  H12 0.981, H13 0.951
15 H -0.48910 -1.03713 -3.52580  O17 1.014
16 H -0.36711 -1.36846 -2.05396  O17 0.949
17 O 0.19341 -1.12804 -2.78077  H15 1.014, H16 0.949
18 H -2.55952 3.97944 -1.84118  O20 0.901
19 H -1.22745 3.55787 -2.10899  O20 1.106
20 O -1.87469 4.45153 -2.18804  H18 0.901, H19 1.106
21 H 0.69342 2.07931 -3.29104  O23 0.953
22 H 0.14530 0.72557 -3.17797  O23 0.906
23 O 0.02760 1.56124 -2.84800  H21 0.953, H22 0.906